The following is a quantum chemistry calculation of a cluster of 2 separate species, C5H8N2O3P in total at a distorted geometry, from the OMol25 dataset.

The geometry in XYZ format:
```
19
Properties=species:S:1:pos:R:3:forces:R:3
C -2.077771 -1.706013 0.518065 -1.95 2.14 0.10
C 0.986067 0.319106 -0.764639 0.53 1.78 2.77
C -0.722664 -1.646608 0.721417 1.71 -1.77 -0.42
C 0.721624 2.132779 0.762617 -0.44 -1.58 1.96
C -1.185768 1.537777 -0.617822 -0.50 2.70 1.07
N -3.215918 -1.381993 0.521996 0.91 -1.10 -0.25
N 0.181412 1.274022 -0.227919 -1.44 -0.49 -1.66
O 0.242355 -3.705407 -1.192560 0.17 1.44 0.71
O 0.696647 -0.623369 -1.462368 0.68 0.45 -1.15
O 1.731691 -2.718923 0.677477 -0.07 0.05 -0.59
P 0.277329 -2.581409 -0.181731 0.00 -2.15 1.66
H 1.949934 0.580630 -0.180636 -0.13 -1.49 -1.43
H 0.079939 2.963158 0.962518 -0.47 0.35 0.17
H 0.985463 1.571551 1.702741 -0.61 0.56 -0.61
H 1.603141 2.467583 0.374582 2.65 1.48 -0.70
H -1.426287 0.961349 -1.471899 -0.50 -0.86 -0.52
H -1.865570 1.348646 0.289232 0.68 0.22 -1.64
H -1.274705 2.718944 -0.985020 0.15 -2.80 1.08
H 2.313084 -3.511824 0.553948 -1.36 1.06 -0.56
```
Forces are in eV/Å.

The calculation puts the frontier orbital gap (alpha / beta) at 6.319 / 6.319 eV. The charge is -1. Its spin multiplicity is 1. For the HOMO energy (alpha / beta), the calculation gives -3.14 / -3.14 eV. The energy relative to the best compared isomer or geometry (same formula, charge and spin) comes out at 47.4 kcal per mole.